91
Properties=species:S:1:pos:R:3 method="wB97M-V/def2-TZVPD" homo_ha=-0.388 gap_ev=10.650 smiles="C[C@H]1COC(=O)O1.C[C@H]1COC(=O)O1.C[C@H]1COC(=O)O1.C[C@H]1COC(=O)O1.C[C@H]1COC(=O)O1.C[C@H]1COC(=O)O1.C[C@H]1COC(=O)O1" relative_energy_ev=4.322
O -8.574 4.352 -4.585
O 4.851 2.358 -2.946
O 0.846 1.901 1.337
O -1.594 -4.645 5.984
O -1.432 -2.465 6.897
O -2.324 -4.191 8.058
O -3.688 -3.735 -7.693
O 2.901 1.491 2.095
O 6.511 3.158 -4.039
O 7.221 -7.447 7.849
O 3.212 9.967 2.464
O 2.426 8.007 3.167
O 6.720 -6.873 10.017
O 1.623 -0.085 1.097
O -8.127 3.130 -2.673
O 4.552 8.681 3.765
O -8.416 2.195 -4.672
O 5.603 -6.101 8.296
O 5.016 4.572 -3.247
O -3.901 -5.795 -8.572
O -2.996 -4.130 -9.658
C -2.351 -1.974 -7.084
C 5.581 1.220 -3.242
C 0.085 8.428 2.853
C -2.191 -5.599 8.037
C -3.481 -6.217 8.564
C 5.475 3.465 -3.378
C -1.874 -5.893 6.553
C -2.732 -2.770 -9.451
C 1.848 1.132 1.557
C 6.540 -6.869 8.818
C -1.752 -3.685 6.968
C -3.320 -2.468 -8.088
C 6.665 -7.159 6.561
C 5.250 -5.021 6.073
C -0.872 1.903 -0.320
C 6.646 1.756 -4.217
C -8.913 3.951 -5.893
C -8.325 3.257 -3.884
C -8.583 2.476 -6.025
C 1.497 8.401 2.197
C -0.234 1.175 0.868
C -3.470 -4.657 -8.632
C 3.524 8.851 3.146
C 0.459 -0.146 0.429
C -9.788 1.620 -6.480
C 8.041 1.359 -3.914
C 5.413 -6.358 6.884
C 1.945 9.789 1.754
H 2.113 9.729 0.679
H -9.971 4.068 -6.126
H 4.300 -4.530 6.285
H -1.379 2.791 0.059
H -4.172 -1.820 -8.292
H -2.800 -6.244 6.099
H -0.095 7.440 3.276
H -2.833 -2.039 -6.108
H 0.626 -0.203 -0.647
H 8.785 1.995 -4.395
H 6.048 -4.339 6.367
H -1.073 -6.631 6.508
H 6.350 -8.076 6.063
H -0.965 1.029 1.663
H -10.678 1.855 -5.896
H -3.536 -7.305 8.604
H 8.144 1.487 -2.837
H -0.108 2.291 -0.994
H 4.594 -7.051 6.690
H 4.843 0.531 -3.653
H -3.222 -2.184 -10.229
H 5.268 -5.209 5.000
H -8.329 4.466 -6.655
H 0.088 9.297 3.511
H -10.044 1.824 -7.520
H -0.201 -0.943 0.772
H -7.679 2.193 -6.564
H -9.511 0.585 -6.279
H -1.333 -5.828 8.670
H 8.153 0.303 -4.157
H -1.743 1.450 -0.794
H -0.676 8.552 2.082
H 1.521 7.814 1.279
H 6.404 1.475 -5.242
H -4.293 -5.929 7.896
H -1.877 -1.021 -7.320
H -3.617 -5.835 9.576
H 1.204 10.569 1.934
H 7.332 -6.562 5.939
H -1.700 -2.432 -9.546
H -1.485 -2.615 -6.923
H 6.035 0.742 -2.374

---

16
Properties=species:S:1:pos:R:3 method="wB97M-V/def2-TZVPD" homo_ha=-0.345 gap_ev=5.509 relative_energy_ev=1.682
Br -1.333 -2.173 0.844
Br -5.411 0.043 -1.221
Br -3.575 0.135 1.017
O -2.573 2.672 1.407
O -0.546 2.451 0.704
N -1.631 2.006 1.030
C -0.624 -0.159 -1.048
C 0.597 -0.112 1.161
C -0.749 -0.310 0.469
C -1.822 0.602 0.972
H -0.324 0.861 -1.288
H 0.959 0.900 0.996
H -1.571 -0.378 -1.542
H 1.318 -0.812 0.740
H 0.131 -0.844 -1.426
H 0.523 -0.299 2.229

---

11
Properties=species:S:1:pos:R:3 method="wB97M-V/def2-TZVPD" homo_ha="-0.293 / -0.293" gap_ev="7.373 / 7.377" relative_energy_ev=4.069
S 0.998 2.783 -0.131
S -0.783 -0.464 -2.079
O 1.948 2.764 0.979
N -0.602 0.530 -0.648
N -0.182 -1.716 0.343
C 0.373 1.215 -0.056
C -1.018 -0.792 -0.277
H -1.978 -0.869 -0.002
H -0.209 -2.671 0.261
H 0.731 -1.479 0.656
H 0.722 0.700 0.953

---

84
Properties=species:S:1:pos:R:3 method="wB97M-V/def2-TZVPD" homo_ha=-0.349 gap_ev=9.837 smiles=CC(C)O.CC(C)O.CC(C)O.CC(C)O.CC(C)O.CO.CO.CO.CO relative_energy_ev=3.857
O -0.338 0.810 1.896
O -4.251 2.668 0.026
O 3.296 -1.772 1.071
O 1.026 -2.951 -3.743
O 0.637 6.386 0.098
O -1.350 -5.186 -0.489
O -1.790 -4.043 2.242
O 2.343 1.583 -2.222
O 1.405 -0.009 -0.169
C 4.578 -1.620 -0.918
C -3.526 -2.369 1.824
C -1.906 -2.295 3.790
C 1.311 -0.179 3.329
C -2.077 -2.677 2.291
C 5.051 -0.269 1.173
C 0.297 0.956 3.141
C 0.889 4.066 -0.514
C 0.525 -0.967 -0.735
C -1.310 5.142 0.433
C -4.165 1.730 -1.006
C -3.251 0.558 -0.558
C 1.547 1.079 -3.336
C 4.602 -1.586 0.640
C 0.973 2.286 3.209
C 0.248 5.110 0.473
C 0.792 -3.832 -4.829
C -3.614 2.510 -2.251
C -1.045 -4.725 -1.819
H 0.862 -3.349 -5.803
H -3.582 -2.157 0.756
H 0.642 4.307 -1.548
H 1.312 2.413 4.237
H -2.035 -4.370 1.373
H -0.163 -0.386 -1.349
H 5.107 -0.236 2.261
H 0.298 3.091 2.921
H 3.853 -0.931 -1.352
H 0.658 1.701 -3.444
H -5.166 1.328 -1.163
H -1.709 5.328 -0.564
H 2.040 1.117 -1.440
H -1.411 -2.161 1.600
H -0.063 -1.557 -0.032
H 4.515 0.642 0.906
H -3.315 -0.314 -1.208
H 0.282 6.562 -0.776
H -3.573 1.833 -3.104
H -3.970 -1.546 2.385
H 6.066 -0.063 0.835
H -0.441 0.977 3.942
H 0.606 4.855 1.470
H -2.203 0.856 -0.570
H 4.359 -2.616 -1.301
H 0.550 3.042 -0.360
H 5.248 -2.368 1.038
H 1.000 -1.635 -1.453
H 1.790 -0.270 4.304
H -0.846 -3.653 -1.840
H 1.825 2.459 2.552
H 5.543 -1.378 -1.365
H -1.897 4.277 0.741
H -4.203 -3.174 2.108
H 2.054 1.205 -4.293
H -2.583 2.802 -2.047
H -1.043 1.456 1.972
H 0.759 -1.077 3.049
H -0.182 -5.297 -2.159
H 1.311 0.022 -3.210
H -1.989 -1.216 3.922
H 1.971 4.170 -0.442
H -0.228 -4.200 -4.718
H 1.474 -4.680 -4.769
H -0.908 -2.556 4.142
H -3.579 0.262 0.439
H -4.220 3.368 -2.544
H -1.711 5.927 1.073
H -2.646 -2.799 4.411
H -1.936 -4.896 -2.424
H 1.011 0.345 0.632
H 2.665 -1.211 0.614
H -0.596 -5.568 -0.035
H 2.111 -0.095 2.593
H 0.347 -2.280 -3.848
H -4.957 3.290 -0.164

---

11
Properties=species:S:1:pos:R:3 method="wB97M-V/def2-TZVPD" homo_ha=-0.346 gap_ev=8.819 relative_energy_ev=6.679
S -3.051 -0.413 0.059
N -1.336 0.406 -0.514
N 1.861 -1.291 -0.183
N 1.141 1.036 -0.048
C 0.947 -0.340 -0.212
C -0.504 -0.603 -0.248
H -3.546 0.961 -0.947
H 1.997 1.108 0.674
H 0.389 1.624 0.841
H -0.736 -1.711 0.478
H 2.838 -0.776 0.099

---

61
Properties=species:S:1:pos:R:3 method="wB97M-V/def2-TZVPD" homo_ha="-0.280 / -0.300" gap_ev="6.168 / 5.480" s_squared=3.7815 multiplicity=4 relative_energy_ev=0.408
Tc -1.336 1.433 -0.061
S -1.585 1.004 -2.353
S -2.491 3.413 -0.337
O -5.031 -3.418 2.525
O -0.356 -0.478 0.048
O -5.302 -1.371 0.399
O -1.365 -0.396 2.841
O -2.606 -2.727 4.087
O -3.036 0.385 0.508
N -3.668 5.718 -2.956
N -2.573 2.718 -5.465
N -0.862 2.158 1.978
N 0.566 2.402 -0.322
C -1.390 -2.914 -0.807
C 2.454 3.180 -1.570
C 2.179 3.889 0.712
C 0.278 3.028 1.975
C -2.307 2.504 -2.910
C 1.075 -2.333 -0.418
C 1.019 3.099 0.772
C 2.148 -6.331 -1.547
C 1.809 4.585 2.992
C 1.784 -4.932 -1.151
C -3.213 4.733 -2.583
C 0.451 -4.535 -1.140
C -4.425 -1.443 1.223
C 1.258 2.446 -1.445
C 3.547 -1.779 -0.049
C 0.773 -0.963 -0.053
C 0.067 -3.254 -0.783
C -2.409 -0.930 2.470
C -2.468 2.619 -4.327
C -3.032 -2.144 3.122
C -4.300 -2.485 2.334
C -3.239 -0.543 1.328
C 0.660 3.769 3.056
C 2.559 4.636 1.853
C 2.760 -4.011 -0.794
C -2.662 3.513 -2.081
C 2.432 -2.716 -0.427
C 2.902 3.907 -0.506
H 3.581 -0.897 -0.690
H 2.096 5.160 3.859
H -1.659 2.613 2.416
H 1.630 -0.301 0.141
H -1.729 -2.627 0.186
H 2.971 3.174 -2.517
H 3.446 5.251 1.800
H -1.964 -3.778 -1.133
H 3.463 -1.439 0.983
H -1.608 -2.076 -1.469
H -0.698 1.287 2.501
H 1.673 -7.053 -0.883
H 0.086 3.719 3.970
H 3.798 -4.310 -0.803
H 3.224 -6.489 -1.512
H -0.313 -5.246 -1.420
H 3.800 4.504 -0.578
H 0.833 1.910 -2.284
H 4.502 -2.291 -0.149
H 1.801 -6.545 -2.559

---

24
Properties=species:S:1:pos:R:3 method="wB97M-V/def2-TZVPD" homo_ha=-0.439 gap_ev=9.083 charge=+1 smiles="C=C=C1C=CS[C@@H]1[n+]1ccn(C)c1" relative_energy_ev=2.537
S 0.352 -2.680 -0.144
N -2.252 0.680 0.548
N -0.307 -0.264 0.730
C 0.766 -2.199 -1.811
C 1.374 -1.017 -1.954
C -1.357 -0.120 -0.023
C -3.523 0.959 -0.046
C -0.471 0.639 1.803
C 3.901 1.067 0.048
C 0.956 -1.073 0.474
C 1.847 -0.456 -0.562
C -1.738 1.119 1.711
C 2.881 0.307 -0.263
H 0.495 -2.966 -2.650
H -2.147 1.957 2.248
H 1.288 -1.075 1.619
H 1.748 -0.544 -2.793
H 0.215 0.694 2.497
H -3.211 1.112 -1.119
H 3.890 2.163 -0.250
H -3.954 1.798 0.491
H -1.564 -0.743 -0.858
H 4.902 0.598 0.191
H -4.093 0.044 0.113

---

9
Properties=species:S:1:pos:R:3 method="wB97M-V/def2-TZVPD" homo_ha="-0.284 / -0.288" gap_ev="7.214 / 7.182" relative_energy_ev=4.521
S -0.914 2.041 0.165
P 0.154 -0.187 1.217
C 0.542 -1.031 -0.250
C -0.786 1.193 -1.232
H -0.057 -1.893 -0.262
H 0.000 -1.327 1.913
H 1.391 0.178 1.635
H -1.360 1.532 -2.069
H 1.030 -0.507 -1.117

---

35
Properties=species:S:1:pos:R:3 method="wB97M-V/def2-TZVPD" homo_ha=-0.140 gap_ev=6.732 charge=-1 relative_energy_ev=0.022
Cu 0.110 -0.468 -0.620
S 1.452 3.258 -2.804
O -0.151 -2.515 -0.998
O -0.573 -0.968 1.301
N 0.201 2.188 0.836
C 1.477 1.884 -3.819
C 0.627 2.956 -0.173
C -0.970 -3.312 1.123
C -1.478 -5.703 1.277
C 1.082 0.767 -3.148
C 0.878 2.295 -1.464
C 0.716 0.964 -1.767
C 0.563 4.905 1.237
C -0.937 -2.032 1.807
C -1.378 -1.953 3.262
C -0.564 -3.447 -0.254
C 0.817 4.336 0.006
C -0.649 -4.784 -0.798
C -1.082 -5.849 -0.071
C 0.121 4.100 2.279
C -0.040 2.749 2.011
C -1.412 -4.453 1.832
H -1.278 -0.918 3.580
H -0.344 -4.891 -1.832
H -1.714 -4.337 2.865
H 1.787 1.967 -4.850
H -0.384 2.070 2.787
H 1.039 -0.204 -3.626
H -2.414 -2.271 3.381
H -0.094 4.498 3.262
H -1.123 -6.829 -0.537
H 0.708 5.970 1.382
H -1.822 -6.550 1.855
H 1.161 4.951 -0.815
H -0.761 -2.589 3.900

---

27
Properties=species:S:1:pos:R:3 method="wB97M-V/def2-TZVPD" homo_ha="-0.389 / -0.389" gap_ev="5.456 / 5.458" charge=+1 smiles="Cc1cccc(CC(F)=[PH3])c1C=[NH2+]" relative_energy_ev=0.383
P 2.187 -1.183 -1.061
F 3.257 0.782 -0.185
N -1.817 -2.099 1.121
C -2.517 -0.167 -1.050
C -0.729 -1.385 0.852
C -0.582 0.017 0.518
C 1.739 -0.033 1.562
C -1.272 2.019 -0.705
C 0.639 0.635 0.852
C -1.445 0.655 -0.511
C 0.734 2.004 0.515
C -0.207 2.695 -0.124
C 2.734 -0.318 0.400
H 1.448 -0.939 2.044
H 1.024 -0.988 -1.698
H 2.291 0.722 2.172
H 0.228 -1.803 1.118
H -2.110 -1.183 -1.539
H -1.802 2.529 -1.493
H 1.717 2.480 0.624
H -2.701 -1.616 1.190
H -1.926 -3.058 0.876
H 2.329 -2.452 -0.625
H 3.168 -1.143 -1.983
H -3.349 -0.238 -0.352
H -0.019 3.741 -0.508
H -3.021 0.326 -2.012

---

13
Properties=species:S:1:pos:R:3 method="wB97M-V/def2-TZVPD" homo_ha=-0.384 gap_ev=11.173 smiles="N#CCCC=O.[H][H]" relative_energy_ev=2.260
O 1.388 -0.499 1.429
N -1.500 2.321 -0.117
C -1.378 1.189 0.088
C -0.071 -0.884 -0.438
C -1.237 -0.252 0.331
C 1.268 -0.694 0.244
H -0.032 -0.545 -1.479
H -1.082 -0.408 1.403
H -2.181 -0.728 0.049
H 1.519 1.611 0.051
H 1.367 1.639 -0.674
H 2.153 -0.778 -0.421
H -0.214 -1.973 -0.468